Molecular formula: C80H184O34
Method: DFT, the ωB97M-V functional and the def2-TZVPD basis

The geometry in ORCA input format:
```
! wB97M-V def2-TZVPD RIJCOSX def2/J DEFGRID3
* xyz 0 1
O 20.39304 25.97901 14.50182
C 20.85339 24.90622 14.83534
O 20.23967 23.75479 14.62183
C 18.85890 23.86355 14.22766
C 18.18786 22.51988 14.32296
C 22.19786 24.72135 15.47056
H 18.80639 24.25702 13.22381
H 18.40660 24.60686 14.87730
H 17.25383 22.38458 13.74511
H 18.07305 22.30982 15.41045
H 18.85440 21.75674 13.96749
H 22.89340 25.44485 15.07886
H 22.55764 23.70655 15.42771
H 22.12417 24.97763 16.49911
O 21.53345 18.58470 23.94646
C 20.79686 18.13214 24.78398
O 20.11950 16.97371 24.67447
C 20.10425 16.26881 23.35128
C 19.24464 16.90659 22.31042
C 20.60518 18.56579 26.22138
H 19.76391 15.26697 23.60974
H 21.13942 16.24864 23.03740
H 19.22964 16.23689 21.44648
H 19.72576 17.85660 22.01982
H 18.26046 17.04413 22.65021
H 19.64761 18.38478 26.63327
H 20.82421 19.62215 26.37737
H 21.26362 18.00941 26.86003
O 25.97226 19.98201 19.68842
C 25.20951 20.71173 19.14300
O 24.52412 21.67913 19.83893
C 24.65868 21.69613 21.26777
C 23.85317 20.79324 22.07873
C 24.59933 20.68672 17.72834
H 24.41819 22.73420 21.45004
H 25.74066 21.57822 21.47689
H 24.04946 19.73064 21.93640
H 22.78219 20.93700 21.95970
H 24.03590 21.07077 23.14436
H 24.32110 21.72292 17.50692
H 23.68618 20.08899 17.70988
H 25.34760 20.33666 16.98132
O 17.95137 24.20812 17.74410
C 19.05169 24.67566 17.87532
O 20.20164 23.94260 17.82248
C 20.13054 22.46834 17.72416
C 21.43955 21.85754 18.02616
C 19.39013 26.13894 17.94866
H 19.87212 22.24610 16.69993
H 19.29430 22.18523 18.38662
H 21.75120 22.17554 19.01100
H 22.14358 22.32907 17.30685
H 21.39258 20.76513 18.00603
H 18.55304 26.69818 18.29031
H 19.68048 26.42882 16.93794
H 20.21971 26.24673 18.62716
O 16.08820 25.47937 13.23505
C 14.92968 25.21144 13.39901
O 14.42400 24.79706 14.54319
C 15.36638 24.85523 15.65193
C 14.47842 25.05761 16.84220
C 13.91793 25.29449 12.31088
H 16.07644 25.66185 15.49921
H 15.89170 23.93131 15.65204
H 13.91432 25.98976 16.83422
H 15.01267 24.97561 17.77172
H 13.76274 24.23684 16.90938
H 13.42981 26.25091 12.40496
H 13.21148 24.48872 12.43168
H 14.45670 25.21458 11.37820
O 11.43933 25.98750 13.85609
C 11.48694 25.14261 14.76586
O 11.48491 25.47591 16.05746
C 11.75293 26.90942 16.19343
C 11.66485 27.14577 17.69240
C 11.30620 23.69099 14.50826
H 10.94768 27.52237 15.77945
H 12.67963 27.09236 15.66236
H 12.46403 26.60500 18.20724
H 10.71751 26.79598 18.08226
H 11.78056 28.20839 17.97856
H 10.25796 23.52973 14.68139
H 11.94516 23.15412 15.25151
H 11.57248 23.49306 13.48045
O 14.84148 14.86680 19.17300
C 14.59892 14.53630 18.02852
O 13.52785 13.75885 17.70627
C 12.60428 13.40574 18.73595
C 11.18518 13.52604 18.11261
C 15.32915 15.00099 16.82931
H 12.69222 14.17506 19.52398
H 12.77428 12.42252 19.08744
H 10.44540 13.51286 18.91706
H 10.87429 12.84084 17.31328
H 11.14944 14.51792 17.62788
H 16.36175 14.72114 16.96120
H 15.27746 16.08792 16.72492
H 14.94068 14.56634 15.94844
O 19.81131 13.53975 21.37692
C 18.94511 12.78412 21.67830
O 17.85791 12.45624 20.97422
C 18.02717 12.74252 19.57126
C 16.94757 11.98392 18.80237
C 18.86891 12.16286 23.06215
H 19.05364 12.49272 19.32227
H 17.94135 13.82235 19.30352
H 17.03859 10.91655 18.85662
H 17.07743 12.32172 17.78001
H 16.01096 12.36178 19.18764
H 19.27654 12.86671 23.80153
H 19.54468 11.30600 23.16550
H 17.90278 11.74291 23.32269
O 18.41160 13.84435 16.20914
C 19.24708 14.39605 15.51881
O 20.43734 13.81383 15.18227
C 20.69146 12.53040 15.79110
C 20.05594 11.40970 15.05052
C 19.09691 15.72478 14.87641
H 20.33340 12.54788 16.79634
H 21.78294 12.55916 15.81944
H 20.39668 10.53041 15.64649
H 20.33002 11.25723 13.99131
H 18.95771 11.47130 15.13966
H 18.61323 16.44215 15.53760
H 18.52048 15.64266 13.92458
H 20.08332 16.08047 14.51908
O 22.10216 28.96992 21.68169
C 21.73428 28.49982 20.66130
O 21.64684 27.17813 20.44012
C 22.18320 26.30952 21.51978
C 21.85955 24.94131 21.12148
C 21.32039 29.24072 19.43530
H 21.72859 26.55159 22.47828
H 23.25975 26.51084 21.52501
H 22.01008 24.32025 22.02120
H 22.52205 24.57359 20.32413
H 20.85701 24.92528 20.78460
H 21.98056 28.88154 18.59934
H 21.57485 30.27630 19.59248
H 20.24374 29.18623 19.23566
O 10.89699 24.77378 19.62820
C 10.66949 23.89555 20.39013
O 11.44676 22.77083 20.56933
C 12.71754 22.69218 19.88515
C 13.84426 23.35305 20.59617
C 9.57682 23.74214 21.44849
H 12.56215 23.09352 18.85628
H 12.90858 21.58638 19.93637
H 14.06847 22.82593 21.50189
H 13.65782 24.42631 20.77780
H 14.69291 23.25857 19.92247
H 9.94362 24.25769 22.31760
H 9.32739 22.71884 21.67399
H 8.69427 24.23518 21.05386
C 11.88848 17.48472 21.85771
C 12.98027 18.54179 21.80786
C 14.22909 18.29107 20.92048
O 12.47709 19.80099 21.31854
H 11.32833 17.73388 22.76512
H 12.31359 16.46068 21.94888
H 11.35314 17.61429 20.93330
H 13.38034 18.66290 22.85484
H 14.90314 19.15116 20.98253
H 13.98218 18.06386 19.86749
H 14.82690 17.48772 21.33025
H 11.52893 19.85919 21.49030
C 21.42782 20.17023 12.20132
C 21.93550 19.58065 13.54184
C 21.82550 20.58280 14.65726
O 21.23412 18.35945 13.79367
H 21.30782 19.36503 11.49394
H 21.99561 21.03681 11.85309
H 20.43833 20.50881 12.45428
H 22.98854 19.26177 13.37881
H 22.27751 20.17856 15.57556
H 20.80376 20.95475 14.82681
H 22.45295 21.43469 14.34764
H 20.27046 18.59571 13.87825
C 15.60662 22.05992 11.16994
C 14.19776 22.02587 10.53533
C 13.92903 20.71550 9.90484
O 13.16113 22.35447 11.46599
H 15.65817 21.20694 11.88101
H 15.75650 22.97727 11.69772
H 16.44829 21.91214 10.50012
H 14.15161 22.82944 9.80558
H 14.86144 20.37474 9.46336
H 13.11254 20.82433 9.18003
H 13.60957 19.98091 10.67533
H 12.99140 21.60882 12.06655
C 14.62324 13.47677 22.56854
C 15.10770 14.88520 22.74264
C 15.40954 15.16070 24.17296
O 16.26692 15.16373 21.92449
H 15.49998 12.87282 22.82466
H 14.44546 13.30888 21.51431
H 13.71226 13.29328 23.15440
H 14.35584 15.68416 22.48992
H 15.82380 16.16238 24.28520
H 16.13505 14.40520 24.45844
H 14.48318 15.10901 24.81773
H 16.04735 15.20207 20.99764
C 20.42569 16.20222 18.71591
C 20.66790 17.58562 19.35002
C 21.88659 17.56567 20.28885
O 20.94062 18.54325 18.24307
H 19.51258 16.24413 18.12431
H 20.39259 15.34620 19.42010
H 21.17070 15.99361 17.93227
H 19.81748 18.01705 19.87186
H 22.00835 18.60496 20.66402
H 22.77131 17.31736 19.70484
H 21.70236 16.78273 21.03744
H 21.53193 18.11572 17.62362
C 16.59539 20.61649 18.23224
C 17.75502 19.60903 18.38224
C 17.27022 18.19351 18.52960
O 18.58972 19.70393 17.23560
H 16.92375 21.64392 17.99559
H 16.03305 20.64561 19.18567
H 15.87097 20.17205 17.53062
H 18.30418 19.84306 19.31790
H 16.56430 18.12813 19.39390
H 18.16654 17.52314 18.55355
H 16.53376 18.01116 17.70495
H 19.42233 19.30915 17.52090
C 19.34820 20.94210 22.15518
C 19.22206 22.46788 22.26170
C 18.86572 23.09607 20.92310
O 18.13776 22.85285 23.17316
H 19.86686 20.44784 22.98779
H 19.89051 20.71432 21.24892
H 18.35779 20.54703 22.02625
H 20.15789 22.87361 22.68373
H 18.69860 24.17714 21.08182
H 17.94727 22.69743 20.52715
H 19.64532 22.99822 20.17606
H 18.35644 22.53176 24.06029
C 17.50250 18.94743 12.31155
C 17.30393 19.19301 13.74579
C 16.37613 18.17583 14.40618
O 18.63772 19.27120 14.38119
H 16.54596 18.97632 11.81526
H 18.07069 18.03233 12.13773
H 18.10605 19.78615 11.90813
H 16.78070 20.13723 13.96370
H 16.71150 17.12512 14.20383
H 15.37324 18.34265 14.02939
H 16.34316 18.33453 15.49123
H 18.61652 19.35344 15.33953
C 24.50771 16.64493 17.19931
C 23.87224 17.07546 15.90291
C 23.78246 15.91355 14.95328
O 22.49982 17.55339 16.12220
H 24.71319 17.55271 17.76461
H 25.43020 16.10037 17.00978
H 23.75493 15.96636 17.54520
H 24.50430 17.86086 15.47595
H 22.99194 15.27360 15.34125
H 24.72511 15.33640 14.87316
H 23.46467 16.27449 13.94690
H 22.08078 17.65384 15.24544
C 18.01522 27.80393 21.46536
C 17.21997 26.72873 22.24220
C 16.00276 26.20094 21.40443
O 18.18273 25.65449 22.66650
H 18.66476 28.40900 22.10600
H 17.32197 28.51361 21.00853
H 18.51612 27.31164 20.60878
H 16.88778 27.16434 23.19093
H 16.48971 25.82850 20.52068
H 15.37096 27.07322 21.14814
H 15.51217 25.35385 21.93401
H 17.67765 24.90966 23.09528
C 14.92850 20.63647 23.66849
C 15.47839 19.70066 24.72067
C 16.70936 18.92508 24.26986
O 15.85318 20.40696 25.92147
H 14.20336 21.33437 24.03408
H 14.42528 20.14138 22.86754
H 15.73286 21.28441 23.27858
H 14.71971 18.95422 24.97012
H 17.60748 19.60726 24.22898
H 16.49953 18.58452 23.22138
H 16.86348 17.99696 24.88935
H 15.08826 20.93793 26.21429
C 12.27278 19.00589 15.30179
C 12.44996 20.22539 14.42217
C 13.64482 21.08205 14.77357
O 12.65968 19.81668 13.00539
H 12.18851 19.28954 16.36998
H 13.14434 18.37092 15.23202
H 11.37681 18.44560 15.04579
H 11.54803 20.82248 14.55758
H 13.48989 21.45272 15.79780
H 13.83060 21.93172 14.13706
H 14.60446 20.52540 14.76229
H 11.91829 19.28122 12.67532
*
```

Its strongest force on any atom is 0.062 hartree/bohr. The gap between HOMO and LUMO is 0.361 Ha. As for the total energy: -155562.078 eV. The LUMO energy comes out at 0.155 eV.